Density functional theory data (ωB97M-V/def2-TZVPD) for a molecular structure, C18H42AlFeN6O10P at a distorted geometry.

Geometry as XYZ:
```
79
Properties=species:S:1:pos:R:3:forces:R:3:lowdin_spin:R:1
Fe -9.224 -28.095 -27.681 -1.32 -0.44 -1.41 4.830
Al -10.313 -28.932 -23.766 0.79 0.37 -0.05 0.026
P -8.337 -27.427 -25.665 -3.11 -1.07 2.82 0.052
O -8.589 -28.943 -26.034 2.74 -2.54 0.50 0.340
O -7.664 -26.952 -26.956 1.24 1.11 -0.26 0.160
O -8.043 -27.154 -24.229 0.87 0.22 -0.98 0.038
O -9.917 -27.258 -25.959 -0.21 2.42 -0.77 0.288
C -4.900 -29.911 -25.859 -0.40 0.59 -0.68 0.001
O -3.883 -29.417 -25.462 -0.09 -0.26 0.03 0.201
N -5.218 -31.265 -25.665 -0.06 -1.83 0.21 0.519
C -6.522 -31.786 -25.987 -0.37 0.89 0.04 0.083
C -4.316 -32.166 -24.978 0.74 0.68 0.35 0.057
H -5.685 -29.424 -26.455 -0.01 0.22 0.21 -0.001
H -6.503 -32.775 -26.440 0.33 -0.07 0.12 0.019
H -7.102 -31.079 -26.583 0.09 0.08 -0.01 0.012
H -7.038 -31.842 -25.011 -0.17 -0.13 0.04 0.046
H -4.774 -32.364 -24.003 0.05 -0.17 0.01 0.031
H -4.125 -33.107 -25.493 -0.52 0.03 -0.27 0.018
H -3.357 -31.672 -24.837 -0.10 0.08 0.12 0.001
C -12.448 -25.347 -27.805 -1.04 0.41 -0.05 0.001
O -12.795 -25.816 -28.877 0.74 -0.17 -0.03 0.004
N -12.907 -24.166 -27.333 0.65 -0.08 0.51 0.000
C -12.528 -23.728 -25.982 -0.33 -0.02 -0.86 0.000
C -13.686 -23.252 -28.144 -0.05 0.21 0.38 0.000
H -11.787 -25.833 -27.067 0.08 -0.26 -0.22 0.001
H -12.455 -24.585 -25.317 -0.06 0.03 0.07 0.000
H -13.329 -23.064 -25.667 0.17 0.01 0.41 0.000
H -11.575 -23.195 -25.986 -0.04 0.15 0.08 0.000
H -13.208 -22.269 -28.127 0.08 -0.02 -0.22 0.000
H -13.777 -23.630 -29.156 0.03 -0.04 0.00 0.000
H -14.677 -23.104 -27.710 -0.07 -0.17 -0.09 0.000
C -5.421 -24.612 -27.540 -1.85 0.90 0.42 -0.013
O -5.381 -23.402 -27.493 0.56 -0.52 -0.21 0.280
N -4.454 -25.354 -28.182 2.09 -0.66 -0.39 0.503
C -4.439 -26.788 -28.091 -0.57 -0.65 -0.44 0.071
C -3.364 -24.753 -28.918 -0.28 0.17 -1.33 0.057
H -6.267 -25.208 -27.171 0.17 -0.18 0.22 -0.003
H -3.572 -27.182 -27.550 0.01 0.43 0.38 0.033
H -4.292 -27.201 -29.094 -0.12 0.21 -0.13 0.027
H -5.387 -27.165 -27.705 0.04 0.17 0.25 0.003
H -2.388 -24.753 -28.428 -0.25 0.08 0.58 0.030
H -3.213 -25.372 -29.807 -0.03 -0.15 0.09 0.018
H -3.642 -23.773 -29.298 0.07 0.20 0.55 0.004
C -9.898 -25.779 -30.081 -0.21 1.04 0.42 0.020
O -9.600 -26.708 -29.329 0.22 -0.48 0.14 0.194
N -9.643 -24.499 -29.797 -0.55 -0.01 0.51 0.006
C -9.075 -24.079 -28.539 1.06 0.19 0.49 0.002
C -10.167 -23.420 -30.607 0.12 0.28 -1.26 0.001
H -10.404 -25.886 -31.045 0.02 -0.47 0.07 0.002
H -8.300 -23.334 -28.750 -0.21 0.19 0.00 0.000
H -8.560 -24.867 -27.991 -0.32 -0.39 -0.30 0.001
H -9.792 -23.638 -27.845 -0.27 0.02 -0.27 0.000
H -10.866 -23.799 -31.353 -0.03 -0.12 0.13 0.000
H -10.676 -22.630 -30.058 -0.02 -0.34 0.45 0.000
H -9.363 -22.934 -31.169 0.06 -0.02 0.13 0.000
C -7.085 -30.705 -21.913 0.49 -0.55 0.34 0.000
O -7.985 -30.455 -22.694 -0.09 -0.01 -0.39 0.015
N -5.912 -30.050 -21.797 -0.50 0.41 -0.24 0.014
C -4.910 -30.421 -20.819 0.63 -0.38 -0.52 0.003
C -5.723 -28.808 -22.510 0.30 0.78 -0.15 0.002
H -7.083 -31.578 -21.240 -0.42 0.01 0.01 0.000
H -5.174 -31.283 -20.210 -0.46 0.09 -0.06 0.000
H -4.644 -29.593 -20.163 -0.09 0.08 -0.05 0.001
H -4.029 -30.732 -21.390 0.26 0.20 0.31 0.001
H -5.668 -27.977 -21.801 -0.15 -0.02 0.03 0.001
H -4.788 -28.735 -23.079 0.15 -0.53 0.18 0.001
H -6.529 -28.606 -23.213 -0.23 -0.16 0.26 0.001
C -8.142 -26.917 -21.088 0.25 -0.11 0.03 0.000
O -8.855 -27.908 -21.162 -0.31 -0.04 -0.23 0.001
N -7.802 -26.287 -19.955 -0.14 0.49 0.04 0.000
C -7.000 -25.061 -19.974 -0.28 -0.80 0.72 0.000
C -8.454 -26.529 -18.685 -0.07 -0.77 0.26 0.000
H -7.654 -26.477 -21.970 -0.12 -0.04 -0.11 0.000
H -6.641 -24.880 -20.982 -0.09 0.35 0.02 0.000
H -6.163 -25.185 -19.284 0.18 -0.03 -0.21 0.000
H -7.612 -24.277 -19.525 0.08 0.39 -0.56 0.000
H -9.159 -25.733 -18.440 0.27 0.21 0.10 0.000
H -9.034 -27.451 -18.667 0.12 -0.06 -0.47 0.000
H -7.680 -26.655 -17.927 -0.15 0.35 0.19 0.000
```
Positions in Å, forces in eV/Å.

As for the net charge: +2. The molecular weight is 616.367 g mol⁻¹. The energy is -3638.8103 hartree. Its frontier orbital gap (spin up / spin down) is 4.598 / 2.472 eV. As for the spin multiplicity: 9. Its expectation value of S² is 20.0479.



Density functional theory data (ωB97M-V/def2-TZVPD) for 6 unconnected molecules or ions with the total composition C18H42Cl3N3O14 at a distorted geometry.

Geometry as XYZ:
```
80
Properties=species:S:1:pos:R:3:forces:R:3:mulliken_charge:R:1
N -1.336 -0.690 -1.802 -1.32 -0.17 0.04 0.471
H -1.258 0.234 -2.228 0.44 -0.20 -0.14 0.429
H -1.813 -1.325 -2.458 0.51 -0.17 -0.03 0.361
H -1.948 -0.615 -0.976 -0.07 -0.26 0.18 -0.125
H -0.468 -1.087 -1.466 0.19 -0.05 -0.41 -0.099
Cl -2.320 -4.227 -2.325 -0.08 1.55 -1.66 1.665
O -2.285 -3.830 -3.726 -0.13 -0.11 0.71 -0.630
O -3.457 -3.588 -1.684 0.79 -0.26 0.10 -0.636
O -2.430 -5.647 -2.249 0.07 -0.91 0.55 -0.742
O -1.055 -3.773 -1.731 -0.42 -0.11 0.53 -0.652
Cl -3.934 -1.553 1.293 -0.97 -2.46 -1.45 1.780
O -4.951 -1.360 0.297 -0.53 1.00 0.39 -0.699
O -2.681 -1.197 0.671 1.31 0.69 0.17 -0.728
O -4.138 -0.782 2.482 -0.06 0.75 0.36 -0.713
O -3.927 -2.959 1.611 0.42 0.35 0.63 -0.708
Cl -0.735 -1.240 -5.913 -3.08 -1.55 0.64 1.666
O -0.098 -0.380 -6.857 0.87 0.57 -0.52 -0.694
O -0.305 -0.944 -4.562 0.53 0.42 0.19 -0.592
O -2.191 -1.033 -5.983 1.12 0.32 -0.01 -0.727
O -0.493 -2.635 -6.197 0.68 0.54 -0.24 -0.646
C 0.310 -2.887 2.691 -0.24 -0.33 0.12 -1.862
C 0.846 -1.468 2.752 -0.02 0.23 0.64 1.821
C 1.736 -1.313 4.012 -0.34 -1.61 0.88 -1.477
C 3.099 -1.987 3.932 0.04 1.48 -0.94 -0.657
C 3.763 -1.277 2.732 0.56 -0.82 1.20 -1.416
C 3.024 -1.385 1.397 0.88 -0.35 -0.84 1.529
N 1.604 -1.105 1.541 0.28 1.86 1.64 -0.180
O 0.857 -1.129 0.355 0.66 -1.26 0.41 0.611
C 3.682 -0.331 0.505 -0.47 0.06 -1.12 -1.932
C 3.324 -2.768 0.720 -0.61 -0.21 1.94 -1.631
C -0.333 -0.503 3.007 0.86 0.72 -1.02 -1.268
H 1.096 -3.646 2.743 0.08 0.05 -0.29 0.334
H -0.307 -3.015 1.799 0.00 -0.20 0.04 0.293
H -0.328 -3.068 3.558 -0.15 0.02 -0.11 0.502
H 1.808 -0.290 4.381 0.19 0.18 -0.43 0.378
H 1.229 -1.865 4.815 -0.49 0.32 -0.10 0.388
H 3.041 -3.072 3.847 -0.10 0.02 -0.29 0.338
H 3.674 -1.776 4.836 0.01 -0.01 0.02 0.409
H 4.796 -1.640 2.683 -0.08 -0.16 -0.75 0.380
H 3.911 -0.228 3.005 -0.42 0.13 -0.04 0.436
H 3.289 -0.475 -0.505 0.04 0.22 -0.05 0.411
H 3.475 0.702 0.786 -0.11 -0.09 0.28 0.290
H 4.762 -0.469 0.425 0.02 -0.11 0.24 0.462
H 4.348 -2.781 0.357 -0.18 -0.11 -0.53 0.456
H 3.259 -3.525 1.512 0.23 -0.03 0.02 0.412
H 2.542 -3.116 0.045 0.42 0.39 -0.67 0.291
H 0.088 0.505 3.110 0.07 0.00 0.18 0.273
H -0.843 -0.748 3.934 -0.26 -0.18 -0.17 0.606
H -0.989 -0.420 2.139 -0.34 -0.51 0.29 -0.289
H 0.857 -2.089 0.179 -0.67 0.22 -0.64 0.117
C -3.206 1.930 -0.547 -0.49 -0.69 -0.12 -1.672
C -1.962 2.837 -0.522 -0.60 0.30 -0.97 1.583
C -1.421 2.837 0.913 -0.59 0.69 0.01 -1.038
C -0.020 3.376 1.050 0.68 -0.94 0.54 -1.010
C 0.859 2.484 0.177 0.18 0.60 -0.31 -0.733
C 0.489 2.576 -1.323 0.89 0.33 0.28 1.619
N -0.949 2.284 -1.456 1.14 -1.25 1.20 1.255
O -1.349 2.097 -2.784 -0.23 0.82 0.28 -0.553
C 0.888 3.957 -1.895 -0.18 0.41 0.39 -1.828
C 1.411 1.542 -1.984 -1.17 -1.34 -0.48 -1.652
C -2.369 4.258 -1.000 0.78 0.19 0.49 -1.973
H -3.169 1.152 -1.310 0.05 0.41 -0.35 0.302
H -3.355 1.318 0.345 0.22 0.37 0.26 0.269
H -4.137 2.476 -0.708 0.08 0.13 -0.04 0.349
H -2.072 3.475 1.521 -0.32 -0.16 -0.16 0.419
H -1.558 1.824 1.292 0.51 -0.04 0.12 0.010
H 0.027 4.453 0.873 0.07 -0.06 -0.47 0.441
H 0.317 3.269 2.086 -0.12 -0.06 0.06 0.482
H 0.788 1.451 0.528 -0.42 -0.05 -0.12 -0.352
H 1.936 2.667 0.251 -0.05 0.49 0.03 0.532
H 0.803 4.732 -1.128 -0.20 0.07 -0.12 0.331
H 0.259 4.241 -2.741 0.05 -0.02 -0.04 0.241
H 1.925 3.997 -2.227 0.00 -0.24 -0.07 0.501
H 1.239 0.566 -1.519 0.09 0.08 0.14 -0.168
H 2.469 1.758 -1.855 -0.05 0.36 0.03 0.566
H 1.189 1.353 -3.038 0.09 0.39 -0.08 0.474
H -1.506 4.931 -0.960 0.07 -0.07 -0.09 0.348
H -2.722 4.252 -2.032 -0.25 -0.05 0.07 0.434
H -3.105 4.726 -0.345 -0.30 -0.28 -0.12 0.470
H -1.496 2.984 -3.151 -0.01 -0.24 -0.27 0.347
```
Positions in Å, forces in eV/Å.

As for the net charge: -2. The molecular weight is 630.900 g mol⁻¹. The energy is -3308.4612 hartree. Its frontier orbital gap is 7.184 eV.



Density functional theory data (ωB97M-V/def2-TZVPD) for a molecular structure, C18H42ClGaN2Si5 at a distorted geometry.

Geometry as XYZ:
```
69
Properties=species:S:1:pos:R:3:forces:R:3:mulliken_charge:R:1
Ga -0.582 0.266 -1.319 -0.78 0.06 1.35 0.467
C -3.007 -2.871 -2.219 -0.48 0.29 0.90 -1.330
C -1.628 -2.662 -2.757 1.69 -0.94 -0.78 0.718
C -1.057 -3.654 -3.613 -0.99 0.60 0.83 -0.548
C 0.253 -3.473 -4.067 0.01 0.34 -0.58 -0.491
C 0.961 -2.302 -3.781 -0.07 -0.26 -0.11 -0.681
C 0.308 -1.292 -3.005 0.68 -1.52 -0.19 0.250
N -0.906 -1.541 -2.453 -1.31 -1.01 -0.14 -0.026
N 0.788 -0.112 -2.597 -0.42 0.29 0.26 0.853
Si 2.006 0.893 -3.265 1.08 -1.04 -0.01 0.089
C 1.697 2.601 -2.686 -0.80 0.48 -0.36 -0.804
C 1.771 0.781 -5.155 1.22 1.67 1.02 -1.194
C 3.627 0.272 -2.350 -0.18 0.00 -2.27 -1.110
H -3.656 -3.304 -2.985 0.06 0.38 -0.02 0.450
H -3.385 -1.914 -1.845 -0.23 -0.10 -0.35 0.196
H -3.126 -3.561 -1.354 0.72 0.26 -0.46 0.250
H -1.677 -4.546 -3.883 0.77 0.95 0.28 0.353
H 0.676 -4.235 -4.752 -0.07 0.54 0.70 0.369
H 2.009 -2.199 -4.125 -0.90 0.17 0.27 0.383
H 0.612 2.841 -2.717 0.60 -0.12 0.25 0.243
H 2.182 3.340 -3.321 0.20 0.05 0.04 0.504
H 2.105 2.665 -1.684 -0.16 0.33 0.29 0.045
H 0.725 0.986 -5.367 -0.02 0.09 -0.13 0.313
H 2.102 -0.089 -5.642 0.12 -1.53 -0.43 0.403
H 2.441 1.552 -5.593 -0.68 -0.02 0.11 0.381
H 4.483 0.374 -3.068 -0.41 -0.19 0.79 0.397
H 3.505 -0.789 -2.082 0.12 0.38 -0.08 0.260
H 3.833 0.865 -1.472 0.02 0.17 0.23 0.290
C -3.757 -0.299 1.348 -1.16 0.80 0.37 -0.945
Si -2.226 -0.785 2.308 -0.07 0.05 -0.60 0.454
C -2.049 -2.633 2.021 0.09 -0.30 1.16 -1.150
C -2.406 -0.405 4.152 -0.50 1.15 0.13 -1.089
Si -0.447 0.334 1.235 0.71 -0.45 -0.23 -0.625
Si 1.651 -0.435 2.103 -0.20 0.25 0.46 0.364
C 1.594 -0.683 4.044 -0.79 0.59 -0.49 -1.090
C 3.059 0.815 1.729 -1.01 -0.44 -0.55 -0.556
C 1.984 -2.096 1.251 0.34 0.77 -1.04 -0.965
Si -0.519 2.552 1.889 -0.04 0.79 -0.98 0.189
C -0.004 2.887 3.677 0.77 0.14 0.20 -0.966
C -2.317 3.134 1.659 0.31 0.02 -0.72 -1.152
C 0.556 3.610 0.707 0.03 0.36 0.14 -0.953
H -3.930 -0.870 0.438 0.26 -0.14 -0.13 0.222
H -3.779 0.781 1.056 0.01 -0.83 0.33 0.209
H -4.655 -0.498 1.988 0.55 0.25 -0.41 0.370
H -3.033 -3.092 2.118 -0.11 -0.12 0.28 0.389
H -1.341 -3.151 2.701 -0.40 0.30 -0.30 0.285
H -1.750 -2.847 1.020 0.44 -0.01 -0.91 0.290
H -1.398 -0.249 4.537 -0.02 0.02 0.32 0.269
H -2.884 -1.196 4.708 0.08 -0.75 0.05 0.437
H -3.049 0.469 4.462 0.85 -0.47 -0.79 0.335
H 1.413 0.234 4.660 0.03 -0.57 -0.76 0.280
H 2.568 -1.040 4.342 0.36 -0.37 0.17 0.428
H 0.818 -1.421 4.331 0.47 0.25 -0.15 0.262
H 2.827 1.792 2.146 -0.15 0.18 -0.15 0.259
H 3.201 0.883 0.629 0.03 0.10 0.70 -0.199
H 3.962 0.495 2.211 0.67 -0.32 0.09 0.463
H 1.212 -2.812 1.503 -0.40 -0.12 -0.28 0.274
H 2.912 -2.557 1.536 0.65 -0.14 0.34 0.448
H 2.083 -1.931 0.130 -0.50 -0.26 1.23 0.091
H -0.765 2.514 4.371 0.11 0.23 0.01 0.290
H 0.194 3.968 3.833 -0.58 -0.38 -0.09 0.381
H 0.967 2.444 3.975 -0.50 -0.15 -0.34 0.238
H -2.880 2.686 2.461 -0.51 -0.19 0.37 0.272
H -2.813 2.887 0.684 0.68 0.08 0.80 0.213
H -2.360 4.214 1.782 -0.08 0.19 0.06 0.433
H 1.625 3.385 0.640 -0.09 -0.46 0.12 0.286
H 0.572 4.660 1.067 -0.40 -0.35 -0.31 0.435
H 0.158 3.560 -0.325 0.04 0.19 0.54 0.174
Cl -2.055 1.803 -1.970 0.17 -0.23 -0.08 -0.387
```
Positions in Å, forces in eV/Å.

As for the net charge: 0. The molecular weight is 532.154 g mol⁻¹. The energy is -4653.2360 hartree. Its frontier orbital gap is 8.725 eV.



Q: What is the net charge in the first record?
A: +2



Q: What is the energy in the third record?
A: -4653.2360 hartree



Q: net charge of number 2 (C18H42Cl3N3O14)?
A: -2



Q: Which of these has the lowest energy?
A: C18H42ClGaN2Si5